Molecular formula: C28H40Ge2N6OS2Ti
Method: DFT, the ωB97M-V functional and the def2-TZVPD basis

Output
**ΔE to the lowest compared entry with this formula, charge and spin**: 0.000 eV
**Gap between HOMO and LUMO**: 5.799 eV
**Molecular weight**: 733.89 g mol⁻¹
**Highest occupied orbital energy**: -6.82 eV

XYZ file:
```
80
C28H40Ge2N6OS2Ti the ωB97M-V functional and the def2-TZVPD basis
Ti 0.118 -0.017 -0.147
N 1.837 -2.048 3.153
C 1.511 -1.118 2.198
S -0.108 -0.486 2.242
N 2.414 -0.786 1.327
N 1.969 0.079 0.357
C 2.841 0.943 -0.134
C 2.428 2.077 -0.877
C 3.373 2.930 -1.480
C 2.999 4.125 -2.046
C 1.666 4.530 -2.013
C 0.708 3.712 -1.446
C 1.050 2.472 -0.898
O 0.121 1.696 -0.388
H 1.262 -2.013 3.981
H 2.827 -2.161 3.316
H 3.889 0.840 0.148
H 4.411 2.628 -1.483
H 3.741 4.760 -2.504
H 1.378 5.482 -2.434
H -0.332 4.012 -1.412
C -0.050 -2.423 -4.947
C 0.436 -2.108 -3.542
Ge -0.165 -0.320 -2.705
C 0.556 1.193 -3.885
C 0.072 1.265 -5.326
C -2.091 -0.266 -3.164
C -3.077 -0.204 -2.266
Ge -2.453 -0.263 -0.298
C -3.320 -1.744 0.858
C -4.812 -1.805 1.143
C -2.756 1.530 0.663
C -4.153 2.063 0.940
C -4.490 -0.087 -2.619
C -5.434 0.078 -1.610
C -6.780 0.205 -1.895
C -7.219 0.160 -3.208
C -6.292 0.006 -4.226
C -4.946 -0.111 -3.941
H 0.204 -3.450 -5.208
H 0.415 -1.768 -5.676
H -1.128 -2.310 -5.017
H 1.527 -2.145 -3.522
H 0.078 -2.890 -2.866
H 1.649 1.157 -3.860
H 0.264 2.117 -3.382
H 0.457 0.440 -5.919
H 0.405 2.200 -5.781
H -1.014 1.246 -5.375
H -2.310 -0.231 -4.226
H -2.770 -1.654 1.799
H -3.017 -2.682 0.396
H -5.176 -0.884 1.590
H -5.007 -2.618 1.845
H -5.379 -2.005 0.236
H -2.205 2.274 0.080
H -2.219 1.407 1.612
H -4.689 2.255 0.014
H -4.088 3.001 1.493
H -4.732 1.364 1.542
H -5.081 0.108 -0.592
H -7.486 0.340 -1.090
H -8.271 0.245 -3.438
H -6.621 -0.022 -5.255
H -4.245 -0.220 -4.755
C -2.124 -5.574 0.096
C -1.283 -4.908 1.189
C -0.286 -3.987 0.593
N -0.518 -2.776 0.251
N 0.511 -2.141 -0.312
C 1.580 -2.882 -0.443
N 2.685 -2.482 -1.100
S 1.363 -4.495 0.194
H -2.863 -6.230 0.548
H -1.495 -6.163 -0.568
H -2.641 -4.822 -0.494
H -0.774 -5.672 1.779
H -1.931 -4.325 1.846
H 2.741 -1.485 -1.279
H 3.550 -2.962 -0.918
```

Mulliken atomic charge list, values in e, 6 entries: -1.302, -0.400, 0.521, -0.543, -1.281, 1.233

---

Molecular formula: C28H40N2O5V
Method: DFT, the ωB97M-V functional and the def2-TZVPD basis

Output
**ΔE to the lowest compared entry with this formula, charge and spin**: 1.763 eV
**Gap between HOMO and LUMO (alpha / beta)**: 6.296 / 6.054 eV
**Molecular weight**: 535.58 g mol⁻¹
**2S+1**: 2
**Highest occupied orbital energy (alpha / beta)**: -7.69 / -7.68 eV

XYZ file:
```
76
C28H40N2O5V the ωB97M-V functional and the def2-TZVPD basis
V 0.097 -2.668 -1.209
C -3.081 3.391 0.582
C -2.528 3.436 -0.853
C -3.587 4.085 -1.747
C -1.269 4.315 -0.885
C -2.182 2.014 -1.292
C -1.266 1.292 -0.572
C -0.991 -0.039 -0.931
N -0.135 -0.910 -0.383
C 0.799 -0.727 0.620
C 0.739 0.096 1.739
C 1.795 0.090 2.634
C 2.874 -0.755 2.376
C 2.974 -1.615 1.283
C 1.909 -1.586 0.372
O 1.760 -2.281 -0.766
C 4.183 -2.561 1.223
C 5.475 -1.732 1.207
C 4.208 -3.498 0.011
C 4.152 -3.444 2.483
C 1.777 0.928 3.911
C 3.016 1.834 3.954
C 0.537 1.823 4.013
C 1.779 -0.020 5.122
C -1.569 -0.624 -2.118
O -1.093 -1.793 -2.431
C -2.531 0.119 -2.849
C -2.808 1.395 -2.403
C -3.196 -0.482 -4.088
C -2.121 -0.714 -5.165
C -3.876 -1.815 -3.726
C -4.263 0.450 -4.662
H -3.368 4.394 0.905
H -2.341 3.008 1.285
H -3.961 2.747 0.633
H -3.798 5.090 -1.379
H -4.523 3.523 -1.732
H -3.244 4.174 -2.780
H -1.515 5.326 -0.555
H -0.864 4.372 -1.897
H -0.488 3.926 -0.230
H -0.737 1.742 0.255
H -0.158 0.666 1.924
H 3.685 -0.770 3.094
H 5.523 -1.124 0.302
H 6.342 -2.396 1.222
H 5.539 -1.068 2.070
H 4.285 -2.945 -0.924
H 3.316 -4.119 -0.026
H 5.077 -4.155 0.094
H 4.236 -2.850 3.394
H 4.982 -4.154 2.462
H 3.216 -4.003 2.523
H 3.036 2.486 3.079
H 3.938 1.252 3.970
H 2.991 2.457 4.850
H 0.498 2.547 3.196
H 0.580 2.377 4.952
H -0.384 1.238 4.017
H 2.684 -0.628 5.150
H 0.918 -0.690 5.074
H 1.721 0.553 6.050
H -3.536 1.970 -2.955
H -1.351 -1.393 -4.806
H -1.654 0.232 -5.446
H -2.578 -1.152 -6.055
H -3.156 -2.545 -3.369
H -4.373 -2.228 -4.607
H -4.626 -1.658 -2.948
H -3.830 1.387 -5.019
H -5.033 0.672 -3.920
H -4.743 -0.040 -5.510
O 0.043 -3.981 0.296
N -1.007 -4.056 -0.432
O -2.134 -3.881 0.014
O -0.782 -4.302 -1.672
```

Mulliken atomic charge list, values in e, 6 entries: 0.389, -1.457, 1.994, -2.301, -1.621, -0.855

---

Molecular formula: C28H40N6OPPt
Method: DFT, the ωB97M-V functional and the def2-TZVPD basis

Output
**ΔE to the lowest compared entry with this formula, charge and spin**: 0.164 eV
**Gap between HOMO and LUMO**: 8.476 eV
**Molecular weight**: 702.72 g mol⁻¹
**Net charge**: +1
**Highest occupied orbital energy**: -10.29 eV

XYZ file:
```
77
C28H40N6OPPt the ωB97M-V functional and the def2-TZVPD basis
Pt 0.962 0.497 0.140
O 1.626 1.954 1.398
C 2.366 1.635 2.446
C 2.252 2.411 3.612
C 2.985 2.125 4.742
C 3.876 1.049 4.766
C 4.027 0.292 3.627
C 3.297 0.570 2.464
C 3.595 -0.149 1.233
N 2.782 -0.342 0.198
C 3.515 -0.933 -0.816
C 4.776 -1.132 -0.372
N 4.807 -0.642 0.916
H 1.563 3.246 3.593
H 2.863 2.740 5.624
H 4.437 0.816 5.660
H 4.709 -0.552 3.635
H 3.081 -1.181 -1.765
H 5.637 -1.568 -0.846
H 5.623 -0.554 1.499
C -1.955 -0.154 -2.417
C -1.823 -1.251 -1.350
C -2.677 -0.894 -0.130
C -2.367 -2.519 -2.027
P -0.008 -1.375 -0.853
C 0.770 -1.814 -2.433
C 1.246 -0.759 -3.214
C 1.791 -0.998 -4.467
C 1.874 -2.297 -4.949
C 1.399 -3.353 -4.183
C 0.843 -3.113 -2.935
C 0.216 -2.769 0.418
C 1.633 -3.355 0.354
C -0.760 -3.946 0.294
C 0.019 -2.161 1.818
H -3.011 -0.079 -2.684
H -1.406 -0.409 -3.323
H -1.627 0.823 -2.087
H -3.694 -0.677 -0.464
H -2.296 -0.011 0.384
H -2.737 -1.709 0.591
H -3.380 -2.290 -2.367
H -2.437 -3.387 -1.384
H -1.785 -2.778 -2.912
H 1.190 0.256 -2.833
H 2.154 -0.171 -5.062
H 2.305 -2.487 -5.923
H 1.457 -4.366 -4.559
H 0.463 -3.947 -2.360
H 1.848 -3.840 -0.597
H 1.709 -4.113 1.137
H 2.404 -2.615 0.547
H -0.714 -4.446 -0.672
H -1.791 -3.663 0.498
H -0.475 -4.681 1.051
H 0.754 -1.387 2.040
H 0.141 -2.958 2.555
H -0.977 -1.735 1.952
C -4.329 3.130 1.532
C -3.903 4.468 0.937
C -4.400 4.627 -0.496
C -2.392 4.682 1.048
N -1.619 3.616 0.409
C -1.152 2.484 0.915
N -0.595 1.809 -0.069
N -0.697 2.577 -1.181
N -1.320 3.649 -0.902
H -5.415 3.070 1.588
H -3.938 2.988 2.543
H -3.993 2.294 0.911
H -4.337 5.267 1.545
H -3.959 3.878 -1.157
H -4.156 5.612 -0.898
H -5.483 4.505 -0.534
H -2.078 4.709 2.091
H -2.082 5.608 0.568
H -1.227 2.171 1.941
```

Mulliken atomic charge list, values in e, 6 entries: 1.231, -0.750, 0.562, -0.553, -0.506, -0.883

---

Molecular formula: C28H40NO2Sr
Method: DFT, the ωB97M-V functional and the def2-TZVPD basis

Output
**ΔE to the lowest compared entry with this formula, charge and spin**: 2.791 eV
**Gap between HOMO and LUMO**: 3.432 eV
**Molecular weight**: 510.25 g mol⁻¹
**Net charge**: -1
**Highest occupied orbital energy**: -1.69 eV

XYZ file:
```
72
C28H40NO2Sr the ωB97M-V functional and the def2-TZVPD basis
O -2.168 0.655 -3.068
C -3.132 1.586 -3.640
C -3.513 0.528 -4.677
H -2.575 2.434 -4.050
H -3.906 1.873 -2.915
C -2.181 -0.161 -4.264
H -3.619 0.851 -5.706
H -4.402 -0.041 -4.325
C -0.960 0.190 -5.116
H -1.098 1.188 -5.578
H -0.799 -0.563 -5.901
H -0.074 0.240 -4.454
C -2.236 -1.642 -3.941
H -3.125 -1.849 -3.318
H -1.321 -1.876 -3.403
H -2.232 -2.176 -4.903
Sr 0.567 1.249 0.016
C -1.745 -0.672 1.294
C -1.648 0.428 2.185
C -2.279 1.546 1.563
H -1.203 0.408 3.180
C -2.731 1.135 0.277
C -2.382 -0.229 0.103
H -2.623 -0.850 -0.757
H -1.429 -1.681 1.525
H -2.428 2.517 2.031
H -3.318 1.737 -0.415
C 1.014 -1.615 0.264
C 0.405 -1.870 -0.988
C 1.172 -1.199 -1.979
H -0.450 -2.522 -1.156
C 2.243 -0.526 -1.327
C 2.168 -0.826 0.065
H 2.849 -0.487 0.853
H 0.691 -1.986 1.235
H 1.026 -1.285 -3.052
H 3.003 0.093 -1.796
O 0.668 3.004 -1.539
C 0.577 3.812 -2.785
C 0.945 5.269 -2.440
H -0.444 3.673 -3.151
H 1.257 3.398 -3.531
C 1.264 5.310 -0.934
H 0.097 5.913 -2.660
H 1.836 5.576 -3.006
C 0.912 3.904 -0.421
H 0.639 6.010 -0.383
H 2.323 5.527 -0.773
H -0.010 3.985 0.203
H 1.765 3.524 0.199
C 0.403 -5.274 3.963
N 1.077 -4.009 3.927
C 2.446 -4.030 3.484
C 0.240 -2.887 3.561
C 0.962 -1.590 3.825
C 1.578 -1.416 5.090
C 2.395 -0.317 5.343
C 2.565 0.653 4.365
C 1.906 0.533 3.111
C 1.140 -0.584 2.931
H -0.040 -5.537 2.989
H -0.409 -5.250 4.698
H 1.111 -6.056 4.241
H 2.636 -3.382 2.615
H 3.122 -3.704 4.288
H 2.695 -5.070 3.240
H -0.117 -2.998 2.511
H -0.672 -2.942 4.188
H 1.443 -2.217 5.806
H 2.899 -0.239 6.306
H 3.219 1.503 4.537
H 2.015 1.304 2.343
```

Mulliken atomic charge list, values in e, 6 entries: -0.135, -0.426, -0.986, 0.159, 0.266, 1.498

---

Molecular formula: C28H41BrN2P2PdS
Method: DFT, the ωB97M-V functional and the def2-TZVPD basis

Output
**Gap between HOMO and LUMO (alpha / beta)**: 6.873 / 3.927 eV
**Molecular weight**: 685.99 g mol⁻¹
**2S+1**: 3
**Net charge**: +2
**Highest occupied orbital energy (alpha / beta)**: -13.35 / -13.25 eV

XYZ file:
```
76
C28H41BrN2P2PdS the ωB97M-V functional and the def2-TZVPD basis
C -0.378 6.258 -6.186
C -0.529 4.959 -6.735
C -0.853 4.847 -8.104
C -1.102 6.026 -8.822
N -0.993 7.235 -8.282
C -0.635 7.365 -7.004
C -0.497 3.818 -5.876
C -0.793 3.387 -4.725
C -1.261 2.763 -3.551
C -0.166 2.185 -2.853
C -0.462 1.486 -1.630
C -1.779 1.245 -1.288
C -2.855 1.896 -1.967
C -2.587 2.719 -3.038
Pd -0.306 1.468 -4.808
P 2.059 -0.937 -1.995
H -0.983 3.877 -8.576
H -0.125 6.405 -5.137
H -1.387 5.981 -9.877
H -0.536 8.380 -6.609
H -3.363 3.238 -3.596
H 0.820 2.659 -2.916
H -3.887 1.760 -1.639
H 0.346 1.094 -1.007
C 2.024 -2.458 -0.911
C 2.957 -3.617 -1.284
H 0.973 -2.800 -0.924
H 2.208 -2.140 0.130
H 2.930 -4.370 -0.485
H 2.661 -4.124 -2.211
H 4.002 -3.303 -1.393
C 3.025 -1.415 -3.500
C 3.608 -0.282 -4.362
H 2.299 -1.991 -4.104
H 3.817 -2.115 -3.185
H 3.595 -0.612 -5.413
H 3.048 0.661 -4.291
H 4.660 -0.087 -4.107
C 3.299 0.119 -1.138
C 4.657 -0.544 -0.925
H 2.830 0.448 -0.191
H 3.413 1.015 -1.766
H 5.381 0.213 -0.603
H 4.634 -1.326 -0.156
H 5.051 -0.989 -1.845
Br -2.127 -0.157 -0.141
P -2.135 -2.739 -3.954
C -0.337 -3.009 -3.684
C 0.005 -4.489 -3.834
H -0.088 -2.638 -2.677
H 0.199 -2.397 -4.418
H 1.089 -4.647 -3.886
H -0.376 -5.080 -2.993
H -0.445 -4.890 -4.751
C -2.584 -2.881 -2.174
C -4.049 -3.189 -1.881
H -2.327 -1.887 -1.771
H -1.929 -3.616 -1.688
H -4.203 -3.180 -0.795
H -4.702 -2.429 -2.329
H -4.343 -4.177 -2.266
C -2.299 -0.930 -4.178
C -2.661 -0.695 -5.640
H -1.345 -0.436 -3.890
H -3.084 -0.559 -3.507
H -2.882 0.360 -5.822
H -1.826 -0.980 -6.285
H -3.525 -1.309 -5.913
S 0.691 2.478 3.470
C 1.638 1.022 3.631
C 1.809 0.440 2.384
N 1.189 1.109 1.341
C 0.536 2.182 1.752
H 2.016 0.654 4.576
H 2.392 -0.464 2.198
H -0.071 2.833 1.131
```

Mulliken atomic charge list, values in e, 6 entries: -0.430, 0.261, -0.462, -0.329, -0.513, -0.328

---

Molecular formula: C28H41ClNO16
Method: DFT, the ωB97M-V functional and the def2-TZVPD basis

Output
**ΔE to the lowest compared entry with this formula, charge and spin**: 0.648 eV
**Gap between HOMO and LUMO**: 8.143 eV
**Molecular weight**: 683.08 g mol⁻¹
**Net charge**: -1
**Highest occupied orbital energy**: -5.98 eV

XYZ file:
```
87
C28H41ClNO16 the ωB97M-V functional and the def2-TZVPD basis
Cl 2.451 -24.218 22.347
O 3.265 -23.029 22.488
O 1.401 -23.994 23.308
O 1.893 -24.392 21.035
O 3.226 -25.365 22.683
O 6.340 -30.428 20.138
C 5.352 -29.762 20.363
O 5.296 -29.145 21.508
C 4.088 -28.484 21.695
C 3.164 -28.951 20.603
C 4.092 -29.557 19.546
H 4.311 -27.428 21.543
H 3.695 -28.559 22.708
H 2.720 -28.014 20.266
H 2.321 -29.606 20.823
H 4.282 -28.956 18.656
H 3.778 -30.522 19.148
O 2.952 -22.871 28.172
C 3.831 -23.286 27.444
O 5.074 -23.597 27.853
C 5.845 -23.857 26.740
C 4.964 -24.321 25.642
C 3.684 -23.691 26.012
H 6.614 -24.600 26.952
H 6.315 -22.910 26.472
H 4.945 -25.411 25.639
H 5.391 -23.946 24.711
H 2.828 -24.366 26.013
H 3.348 -22.897 25.345
O 0.805 -29.292 23.084
C 1.093 -28.427 23.868
O 2.261 -28.391 24.546
C 2.370 -27.326 25.468
C 0.967 -26.754 25.526
C 0.239 -27.270 24.305
H 3.158 -26.689 25.067
H 2.605 -27.796 26.424
H 0.960 -25.667 25.454
H 0.406 -27.050 26.412
H 0.325 -26.477 23.562
H -0.778 -27.643 24.422
O 8.158 -19.480 20.437
C 7.178 -19.628 21.190
O 5.973 -19.060 20.995
C 5.003 -19.525 21.903
C 5.730 -20.287 23.019
C 7.122 -20.555 22.406
H 4.449 -20.266 21.327
H 4.395 -18.729 22.334
H 5.156 -21.140 23.381
H 5.766 -19.610 23.873
H 7.149 -21.527 21.915
H 7.950 -20.592 23.114
O -4.155 -21.897 21.981
C -3.371 -22.864 22.034
O -2.461 -23.110 21.132
C -1.625 -24.239 21.497
C -2.310 -24.907 22.682
C -3.306 -23.916 23.154
H -0.641 -23.897 21.816
H -1.524 -24.823 20.582
H -1.619 -25.243 23.455
H -2.825 -25.794 22.314
H -2.955 -23.384 24.038
H -4.231 -24.450 23.374
O -1.196 -20.020 18.390
C -0.789 -20.166 19.526
O 0.445 -20.525 19.674
C 0.878 -20.342 21.068
C -0.440 -20.535 21.855
C -1.483 -19.945 20.845
H 1.372 -19.373 21.133
H 1.608 -21.112 21.315
H -0.473 -20.000 22.804
H -0.663 -21.563 22.141
H -1.652 -18.868 20.841
H -2.432 -20.480 20.851
N 3.720 -22.111 19.496
C 4.047 -21.017 18.724
C 5.316 -21.210 18.279
C 5.781 -22.393 18.794
C 4.789 -22.940 19.517
H 2.858 -22.223 20.011
H 3.339 -20.216 18.574
H 5.747 -20.499 17.590
H 6.774 -22.789 18.639
H 4.708 -23.906 19.993
```

Mulliken atomic charge list, values in e, 6 entries: 1.518, -0.565, -0.744, -0.708, -0.460, -0.660